No. 1
A molecular structure, C2H5O3P at a distorted geometry, computed with ωB97M-V/def2-TZVPD.

Each line ends with the natural charge from an NBO analysis.
Positions of all 11 atoms, in Å:
H1 1.86299 1.28417 1.05293  0.206
C1 -2.92746 0.40251 -0.17397  0.133
H2 0.19774 -1.09967 -2.87591  0.439
O1 -0.13499 -1.13773 -2.03969  -0.994
H3 -3.03313 -0.50749 0.41743  0.072
C2 0.90862 0.83786 0.76981  -0.255
O2 -1.66409 0.25679 -0.42603  -0.787
H4 0.98843 -0.21948 0.66132  0.204
H5 -0.03809 1.03186 1.38605  0.190
O3 0.63998 1.35894 -0.46846  -0.804
P1 -0.54215 1.00478 -1.49595  1.595

Atoms 1-2, force components in eV/Å:
H -0.45 -0.05 0.68
C -0.13 0.48 -0.56

Net charge: 0
Highest occupied orbital energy (eV): -8.8140
Energy relative to the best compared isomer or geometry (same formula, charge and spin) (kcal per mole): 128.1
LUMO level (eV): -0.356
Multiplicity: 1
Orbital gap (eV): 8.46
DFT total energy (Eh): -646.1180

No. 2
2 unconnected molecules or ions with the total composition C22H32O2 at a distorted geometry, computed with ωB97M-V/def2-TZVPD.

Each line ends with the natural charge from an NBO analysis.
Positions of all 56 atoms, in Å:
H1 -4.91621 3.17932 -4.25844  0.179
H2 0.22524 1.93430 -0.69908  0.219
H3 -0.93509 -2.59467 -1.62848  0.212
H4 -1.55437 -2.33195 -0.14876  0.186
H5 4.30319 -0.33113 7.41189  0.194
C1 0.38345 -0.21056 0.96692  0.021
C2 0.95650 -1.49615 0.92656  -0.111
C3 -0.38257 1.60495 -3.48487  -0.592
H6 0.12898 1.77099 2.13600  0.225
C4 1.63089 0.31650 3.08225  -0.296
C5 -1.84830 2.16320 -1.16279  -0.361
H7 0.31701 -3.35803 0.20398  0.195
H8 1.97357 0.86918 3.66706  0.180
H9 -4.38425 2.07765 -5.78573  0.184
H10 0.22545 -0.43034 -1.64210  0.193
C6 4.61796 -1.41887 5.42887  -0.376
H11 5.47531 -1.72464 4.63639  0.190
C7 -0.70185 1.63594 -0.35687  -0.449
H12 -0.43477 0.76072 -4.10475  0.208
H13 4.28955 -2.42474 5.84566  0.194
C8 1.79836 -1.79591 1.84320  -0.146
C9 -0.73429 -1.89463 -0.87135  -0.379
H14 -0.75625 2.35918 0.57009  0.200
H15 5.89794 -1.14960 7.27156  0.214
C10 -4.18280 2.77882 -4.85167  -0.263
H16 -2.77028 -1.69350 -3.22632  0.202
H17 5.51120 0.15753 6.43134  0.181
H18 2.27585 -3.03710 1.81206  0.202
H19 -3.70549 3.65700 -5.70276  0.177
C11 2.33984 -0.80785 2.82693  0.299
H20 -4.10462 -0.34522 -4.31987  0.223
H21 -4.07606 1.56800 -2.81612  0.213
C12 0.61597 -2.56487 -0.12678  -0.348
C13 0.59940 0.71060 2.26365  -0.178
C14 -3.04778 1.28030 -3.32184  0.105
H22 1.20981 -2.37766 -0.86942  0.206
H23 -2.94382 -0.37981 -1.29344  0.107
H24 0.17839 1.43919 -2.61163  0.205
O1 -2.94175 2.44178 -4.28955  -0.596
C15 -2.23073 -0.92036 -3.29560  -0.408
C16 -1.76856 1.14243 -2.63779  -0.028
C17 -1.80117 -0.15195 -2.18021  -0.140
H25 -2.46632 0.24243 -5.26012  0.225
O2 3.17256 -1.44837 3.67590  -0.456
C18 -3.01895 0.00460 -4.40461  -0.439
H26 -0.57347 2.55529 -3.72213  0.230
C19 5.15857 -0.65836 6.72686  -0.580
H27 -2.85156 1.87371 -0.88872  0.209
H28 -1.74080 3.24478 -1.54063  0.219
H29 4.10032 0.15252 4.50707  0.157
C20 -0.80266 -0.70173 -1.24444  -0.256
C21 -0.76396 0.35913 0.08647  -0.209
H30 2.82772 -0.46527 5.39817  0.143
H31 -1.75324 0.11285 0.57641  0.216
C22 3.56348 -0.73122 4.62424  -0.080
H32 -1.27494 -1.12750 -3.84039  0.177

Atoms 1-2, force components in eV/Å:
H -1.94 0.58 1.45
H 2.03 0.43 -1.34

Net charge: 0
Highest occupied orbital energy (eV): -7.8451
Energy relative to the best compared isomer or geometry (same formula, charge and spin) (kcal per mole): 378.4
LUMO level (eV): 0.675
Multiplicity: 1
Orbital gap (eV): 8.52
DFT total energy (Eh): -1007.3300

No. 3
2 unconnected molecules or ions with the total composition C4H3I at a distorted geometry, computed with ωB97M-V/def2-TZVPD.

Each line ends with the natural charge from an NBO analysis.
Positions of all 8 atoms, in Å:
C1 -0.52740 1.48343 -1.56802  -0.214
H1 -0.59122 2.43962 -1.99346  0.232
C2 -0.42358 -0.64657 0.02066  -0.402
I1 2.19772 0.05975 2.55440  0.262
C3 -0.44512 0.40712 -0.98127  -0.075
H2 -1.31193 -0.77430 0.50779  0.201
H3 0.11978 -1.59698 -0.41359  0.220
C4 0.98175 -1.37206 1.87350  -0.223

Atoms 1-2, force components in eV/Å:
C 0.27 -2.32 1.23
H -0.02 0.45 -0.51

Net charge: 0
Highest occupied orbital energy (alpha / beta) (eV): -8.2311 / -8.1879
Energy relative to the best compared isomer or geometry (same formula, charge and spin) (kcal per mole): 140.1
LUMO level (alpha / beta) (eV): -1.028 / -1.538
Multiplicity: 1
Orbital gap (alpha / beta) (eV): 7.20 / 6.65
DFT total energy (Eh): -451.5912

No. 4
A molecular structure, C30H64Br22N3NbO4P at a distorted geometry, computed with ωB97M-V/def2-TZVPD.

Each line ends with the Löwdin charge.
Positions of all 125 atoms, in Å:
H1 1.11235 -5.13563 -0.78105  0.038
H2 -4.03810 2.18080 -5.14458  0.041
Br1 -2.63149 1.56217 6.63683  0.608
Br2 -1.33847 -1.48859 5.02467  0.610
H3 -4.88040 0.80219 -4.42102  0.035
C1 -4.06745 1.27647 -1.96860  -0.079
H4 4.01649 -10.72306 3.83703  0.029
H5 0.14122 1.49739 -6.60446  0.048
Br3 6.25323 2.76847 6.51771  0.629
H6 5.13427 -8.57923 -0.30821  0.063
C2 4.83972 -9.12808 0.58366  -0.623
C3 5.98620 -9.85656 1.23653  -0.701
H7 2.21014 -2.26058 9.64263  0.048
C4 -3.15756 1.37534 -3.24620  -0.529
C5 3.65116 -11.66997 4.22719  -0.689
H8 -3.46752 1.10906 -1.05985  0.066
C6 2.54519 1.48164 -5.16758  -0.070
C7 -1.80238 2.04947 -7.23610  -0.650
H9 5.76538 -10.17838 2.24988  0.018
Br4 0.22453 1.84495 -0.30073  0.684
H10 -8.37072 -2.75696 -2.75909  0.053
H11 -1.66636 11.17159 -2.79580  0.049
H12 -4.78749 2.10799 -1.89395  0.035
C8 -6.23080 6.90463 -3.47800  -0.697
O1 -1.17082 6.36810 -3.19092  -0.348
H13 -0.21041 0.76860 1.87491  0.040
H14 2.08062 -6.75367 1.64623  -0.046
Br5 0.21460 -0.11667 9.31749  0.620
H15 -2.81664 5.08526 -1.45526  -0.068
Br6 4.01797 -7.83577 1.78960  0.738
H16 -6.33535 -1.53099 -1.68920  0.047
C9 3.52121 1.24823 4.40224  -0.694
H17 6.28028 -10.71973 0.64113  0.061
H18 -2.50849 3.66594 -4.86382  -0.124
H19 0.86348 -1.39344 1.67794  0.028
C10 -0.96160 10.82375 -3.54567  -0.691
C11 6.71988 4.47050 5.69420  -0.687
H20 0.29881 -2.12171 7.87893  0.046
C12 -3.43044 -0.20805 6.50300  -0.690
H21 -4.15124 -0.25913 7.31764  0.057
H22 4.04216 -9.82574 0.33115  0.025
H23 4.32023 0.81168 4.99428  0.021
H24 -0.55927 6.40121 -3.94591  0.016
N1 -1.89777 1.53224 -3.04442  -0.106
N2 0.51306 4.86600 -1.83839  -0.278
H25 2.63348 -2.78477 8.00063  0.060
H26 -1.19175 8.69207 -3.43456  0.033
C13 3.87151 1.39078 2.94425  -0.691
C14 2.30862 -1.94180 8.60853  -0.685
O2 -2.02155 4.57069 -1.22538  -0.346
C15 -1.34779 9.50083 -4.14967  -0.689
C16 -6.29386 -2.36268 -2.38835  -0.690
H27 -5.56278 7.16474 -4.29572  0.031
Br7 -5.65556 7.92293 -1.92308  0.583
H28 3.24567 2.21274 4.82653  0.050
H29 -3.36612 0.51687 -5.28747  0.049
Br8 -7.94519 -0.66644 -3.99842  0.609
H30 -0.81133 9.27663 -5.06761  0.056
H31 -7.33133 -3.07501 -4.16238  0.048
H32 -6.77458 4.88207 -3.95630  0.058
H33 3.00581 1.57009 2.31032  0.047
H34 2.53865 -7.17630 -0.00829  0.016
H35 -0.10374 4.19938 -5.38221  -0.100
Nb1 -0.94219 2.96062 -4.31467  1.324
H36 0.47591 4.68887 -0.83306  -0.091
H37 1.19997 -0.79076 7.12897  -0.037
C17 1.39152 1.27441 -4.12606  -0.539
H38 1.52621 -11.38259 4.19861  0.060
H39 0.20055 -6.51317 -0.13076  0.057
O3 -2.62723 1.09651 -7.82802  0.027
Br9 -0.83824 12.22439 -4.89849  0.571
Br10 7.57708 -8.73805 1.33136  0.617
H40 4.59549 2.19304 2.80002  -0.036
H41 -7.23297 7.26729 -3.70363  0.054
H42 7.80090 4.48377 5.58756  0.050
O4 -1.84272 3.16150 -7.61438  0.049
C18 0.94236 -0.16445 -3.85941  -0.110
H43 2.19601 2.30718 -5.81767  0.061
Br11 6.79207 3.61016 2.96226  0.674
Br12 3.78484 -0.67295 8.54608  0.599
Br13 4.74784 -0.21028 2.26785  0.624
H44 -0.08270 -0.24841 -3.46241  0.041
Br14 3.67705 -5.09597 0.68384  0.586
Br15 -4.63828 -2.17652 -3.39100  0.670
H45 1.96416 -0.24914 0.88295  0.011
C19 -0.85159 1.53311 -6.11468  -0.260
H46 -1.09730 -0.07464 0.58569  0.047
H47 -2.44550 0.25326 -7.38774  0.074
H48 -1.69506 -1.09849 7.45931  -0.018
Br16 1.95307 0.11933 4.64621  0.648
H49 0.94649 -0.70512 -4.83191  0.072
H50 -4.68384 0.34476 -2.08410  0.013
H51 -6.68600 5.19593 -2.21179  0.049
H52 -6.18739 -3.29352 -1.83310  0.055
H53 -2.86780 -2.25647 6.80235  0.061
H54 3.66848 -11.64235 5.31538  0.060
H55 2.00972 -13.06124 3.88978  0.050
C20 0.97175 -0.69162 0.85026  -0.692
H56 1.64546 -0.66042 -3.16207  0.019
H57 4.94432 4.39691 4.43633  0.048
C21 2.20117 -6.38120 0.64527  -0.843
C22 -7.48746 -2.42726 -3.30430  -0.699
Br17 -4.43465 4.71384 -3.18145  0.789
H58 0.03288 10.76599 -3.10650  0.057
H59 2.76519 0.57016 -5.74928  0.062
Br18 2.10590 -11.68140 1.81984  0.627
C23 -3.87033 1.22942 -4.61525  -0.110
C24 -6.24588 5.43071 -3.17765  -0.659
Br19 0.90259 -1.80059 -0.74663  0.654
N3 0.93455 2.33474 -3.57208  -0.118
H60 6.08320 5.70307 4.05715  0.059
C25 2.27377 -12.01982 3.72881  -0.684
H61 -1.21871 0.53064 -5.80850  0.024
C26 5.99544 4.66967 4.38843  -0.673
Br20 0.09423 -4.60527 1.42521  0.596
H62 -3.95771 -0.24602 5.55370  0.051
C27 -2.39344 -1.28777 6.64953  -0.691
C28 0.94086 -5.74860 0.10117  -0.675
C29 1.04346 -1.34536 8.05012  -0.710
H63 6.41907 5.22729 6.41692  0.057
P1 -0.93064 4.83939 -2.47379  0.374
C30 -0.13217 0.33182 0.87913  -0.687
H64 3.40672 1.87850 -4.60386  0.072
Br21 4.95539 -13.02925 3.73138  0.608
Br22 -3.24547 9.43793 -4.57413  0.608

Atoms 1-2, force components in eV/Å:
H 0.04 0.01 0.07
H 0.44 -0.25 0.37

Net charge: -1
Highest occupied orbital energy (eV): -4.3341
Energy relative to the best compared isomer or geometry (same formula, charge and spin) (kcal per mole): 47.6
LUMO level (eV): 1.230
Multiplicity: 1
Orbital gap (eV): 5.56
DFT total energy (Eh): -58673.2575

No. 5
A molecular structure, C2HBrClFIN at a distorted geometry, computed with ωB97M-V/def2-TZVPD.

Each line ends with the natural charge from an NBO analysis.
Positions of all 8 atoms, in Å:
F1 -0.29162 1.70649 -1.37745  -0.331
I1 -2.44886 0.59719 0.44878  0.194
Br1 0.35407 2.07245 1.15267  0.059
H1 0.15669 -2.57277 -0.01234  0.357
C1 0.64035 -0.78115 -0.06672  0.250
N1 -0.20995 -1.69590 -0.10106  -0.630
C2 -0.50195 1.13476 -0.23327  0.039
Cl1 2.30127 -0.46106 0.18938  0.062

Atoms 1-2, force components in eV/Å:
F -0.49 0.30 -1.09
I 0.07 0.13 -0.81

Net charge: 0
Highest occupied orbital energy (eV): -8.9999
Energy relative to the best compared isomer or geometry (same formula, charge and spin) (kcal per mole): 53.4
LUMO level (eV): -0.275
Multiplicity: 1
Orbital gap (eV): 8.72
DFT total energy (Eh): -3563.2092